Record 1
This record from the OMol25 dataset describes a 5-piece molecular cluster, C24H64BrN4O8 overall at a distorted geometry. The level of theory is ωB97M-V/def2-TZVPD.

Last column: Löwdin charge in e.
Positions of all 101 atoms, in Å:
Br -0.15 0.23 0.92  -0.0524
C 1.36 -3.51 -6.26  -0.1207
O 1.02 -2.26 -5.74  -0.1656
C -0.37 -2.27 -5.31  -0.1916
C -0.87 -0.91 -4.86  -0.0265
N 0.12 -0.19 -3.83  0.0857
H 1.09 -0.27 -4.11  0.1277
H 0.05 0.82 -3.86  0.1667
C 0.12 -0.92 -2.49  -0.0835
C 1.56 -0.80 -1.82  -0.1865
O 2.48 -1.13 -2.93  -0.2215
C 3.87 -1.01 -2.45  -0.0407
H 1.18 -4.42 -5.69  0.0952
H 2.41 -3.63 -6.55  0.1004
H 0.85 -3.69 -7.21  0.0964
H -0.54 -3.02 -4.54  0.1194
H -0.96 -2.57 -6.18  0.1396
H -1.84 -0.98 -4.36  0.1353
H -0.87 -0.22 -5.71  0.1349
H -0.21 -1.95 -2.63  0.1228
H -0.55 -0.41 -1.79  0.0459
H 1.68 -1.63 -1.13  0.0854
H 1.78 0.20 -1.45  0.0732
H 4.73 -1.11 -3.12  0.0966
H 4.04 -1.86 -1.79  0.0815
H 4.11 -0.05 -2.00  0.0784
C -5.51 -0.91 2.66  -0.1361
O -4.92 0.29 2.62  -0.1867
C -3.73 0.37 3.43  -0.1622
C -3.07 1.77 3.48  -0.0184
N -2.57 2.24 2.06  0.0650
H -1.90 2.98 2.24  0.1423
H -1.97 1.59 1.57  -0.0653
C -3.67 2.73 1.07  -0.0471
C -3.06 3.40 -0.19  -0.2323
O -2.14 4.32 0.20  -0.1702
C -1.45 5.05 -0.74  -0.1047
H -5.79 -1.19 3.68  0.1106
H -4.92 -1.65 2.11  0.0724
H -6.42 -0.90 2.05  0.1099
H -3.01 -0.38 3.09  0.1035
H -4.05 0.05 4.42  0.1346
H -2.24 1.73 4.18  0.1305
H -3.67 2.61 3.83  0.1358
H -4.33 3.42 1.58  0.1356
H -4.35 1.93 0.76  0.1263
H -3.74 3.78 -0.95  0.1451
H -2.65 2.54 -0.72  0.1112
H -2.00 5.80 -1.31  0.1086
H -0.92 4.43 -1.46  0.0799
H -0.64 5.62 -0.28  0.0930
C 4.12 3.65 -2.87  -0.0681
O 3.52 3.02 -1.78  -0.2002
C 2.22 3.48 -1.49  -0.2558
C 1.87 3.14 -0.14  -0.1209
N 3.07 3.51 0.77  0.0992
H 3.86 2.97 0.44  0.1593
H 3.25 4.45 0.45  0.1737
C 2.84 3.43 2.25  -0.0863
C 4.11 3.69 2.98  -0.2090
O 5.15 2.87 2.44  -0.2049
C 6.33 2.87 3.27  -0.0494
H 5.04 3.09 -3.03  0.1045
H 4.37 4.69 -2.65  0.1071
H 3.51 3.45 -3.75  0.1004
H 1.53 3.07 -2.22  0.1369
H 2.23 4.57 -1.48  0.1379
H 1.80 2.06 -0.21  0.0599
H 0.98 3.65 0.24  0.1277
H 2.40 2.47 2.54  0.1354
H 2.04 4.14 2.43  0.1407
H 4.02 3.51 4.05  0.1408
H 4.43 4.71 2.77  0.1363
H 7.10 2.21 2.86  0.0953
H 6.09 2.45 4.25  0.0951
H 6.80 3.85 3.31  0.0984
C 2.44 -3.41 0.67  -0.1054
O 1.10 -3.75 0.82  -0.2108
C 0.78 -4.35 2.08  -0.1781
C -0.76 -4.42 2.06  -0.0356
N -1.45 -3.02 1.77  0.0783
H -1.90 -2.77 2.64  0.1454
H -0.76 -2.33 1.52  0.0273
C -2.50 -3.21 0.71  -0.0738
C -3.74 -4.13 1.15  -0.1725
O -4.02 -3.93 2.51  -0.2151
C -4.99 -4.76 3.02  -0.1163
H 2.51 -2.32 0.78  0.0791
H 2.88 -3.74 -0.27  0.0982
H 3.04 -3.81 1.49  0.0990
H 1.24 -3.81 2.91  0.1324
H 1.17 -5.36 2.20  0.1402
H -1.17 -4.64 3.04  0.1329
H -1.04 -5.27 1.43  0.1382
H -2.00 -3.72 -0.11  0.1274
H -2.73 -2.19 0.42  0.1114
H -3.64 -5.18 0.90  0.1297
H -4.62 -3.82 0.58  0.1289
H -4.58 -5.75 3.22  0.1000
H -5.96 -4.90 2.53  0.1066
H -5.30 -4.44 4.01  0.1007

Results
Total charge ... +3
LUMO level ... -6.60 eV
Max |F| ... 4.2 eV/A
Gap between HOMO and LUMO ... 0.3524 Eh

=====

Record 2
This record from the OMol25 dataset describes C4H5NO as an isolated structure. The level of theory is ωB97M-V/def2-TZVPD.

Last column: natural (NBO) charge in e.
Positions of all 11 atoms, in Å:
C -1.65 -0.41 -0.06  -0.6683
C -0.17 -0.20 -0.13  0.4128
C 0.49 0.94 0.26  -0.3065
N 1.87 1.18 -0.41  -0.3860
C 2.00 0.01 -0.09  0.3902
O 0.61 -1.10 -0.61  -0.6107
H -1.89 -1.36 0.43  0.2318
H -2.15 0.41 0.45  0.2235
H -2.04 -0.46 -1.09  0.2441
H 0.21 1.73 0.94  0.2369
H 2.70 -0.72 0.30  0.2321

Results
LUMO level ... 0.61 eV
Max |F| ... 0.8 eV/A
Gap between HOMO and LUMO ... 0.3230 Eh

=====

Record 3
This record from the OMol25 dataset describes C32H46GeN8RuS2 as an isolated structure at a distorted geometry. The level of theory is ωB97M-V/def2-TZVPD.

Last column: Löwdin charge in e.
Positions of all 90 atoms, in Å:
Ru 0.33 0.58 -0.89  0.9158
C -0.59 1.74 -3.96  -0.1763
C 0.92 1.99 -4.10  -0.1795
N 1.63 1.39 -2.97  -0.1351
C 2.81 2.08 -2.48  -0.2762
C 2.47 3.45 -1.90  -0.4168
S 0.97 3.46 -0.83  0.8675
C -0.26 4.25 -1.93  -0.4095
C -1.44 3.34 -2.24  -0.2545
N -1.07 1.97 -2.59  -0.1272
H -0.78 0.69 -4.19  0.1223
H -1.13 2.36 -4.68  0.1281
H 1.12 3.06 -4.14  0.1015
H 1.24 1.56 -5.06  0.1319
H 1.87 0.42 -3.19  0.1001
H 3.57 2.23 -3.27  0.1313
H 3.23 1.45 -1.70  0.0879
H 2.30 4.20 -2.68  0.0714
H 3.29 3.80 -1.27  0.0516
H 0.26 4.56 -2.84  0.0675
H -0.61 5.13 -1.41  0.0819
H -2.03 3.81 -3.04  0.1308
H -2.07 3.27 -1.35  0.1044
H -1.89 1.39 -2.45  0.0762
C -1.35 -0.84 -1.38  -0.2625
Ge -2.11 -0.82 0.42  0.9297
C -2.61 1.03 0.99  -0.2831
C -3.67 1.65 0.33  -0.1321
C -4.12 2.90 0.72  -0.0913
C -3.52 3.55 1.79  -0.0804
C -2.47 2.95 2.45  -0.0739
C -2.03 1.70 2.06  -0.1656
C -3.82 -1.86 0.46  -0.2691
C -4.40 -2.42 -0.66  -0.1117
C -5.54 -3.20 -0.54  -0.0874
C -6.09 -3.44 0.71  -0.0849
C -5.50 -2.88 1.84  -0.0789
C -4.37 -2.10 1.71  -0.1090
C -1.00 -1.87 1.68  -0.3013
C -0.51 -3.07 1.18  -0.1099
C 0.21 -3.95 1.98  -0.0722
C 0.44 -3.63 3.31  -0.1018
C -0.05 -2.44 3.82  -0.0895
C -0.78 -1.58 3.02  -0.1403
H -2.05 -0.57 -2.17  -0.0006
H -4.16 1.14 -0.49  0.1047
H -4.96 3.36 0.21  0.1070
H -3.88 4.52 2.10  0.1060
H -2.00 3.45 3.29  0.1080
H -1.22 1.24 2.60  0.0137
H -3.97 -2.25 -1.64  0.0910
H -5.99 -3.63 -1.42  0.1024
H -6.96 -4.06 0.81  0.1040
H -5.92 -3.06 2.81  0.1049
H -3.91 -1.67 2.59  0.1004
H -0.71 -3.34 0.15  0.0770
H 0.57 -4.88 1.57  0.1047
H 0.99 -4.32 3.93  0.1061
H 0.12 -2.20 4.86  0.1076
H -1.17 -0.67 3.45  0.0864
C 5.49 2.38 0.39  -0.0685
C 4.62 2.58 1.62  -0.2124
N 3.23 2.23 1.40  0.0004
C 2.70 1.00 1.48  -0.7224
S 1.00 0.89 1.50  0.7151
N 3.48 -0.06 1.63  0.0409
C 3.04 -1.40 1.93  -0.2476
C 3.49 -1.82 3.32  -0.0620
H 6.53 2.59 0.63  0.0830
H 5.19 3.07 -0.40  0.0597
H 5.42 1.37 0.00  0.0720
H 4.65 3.63 1.93  0.1285
H 5.01 1.99 2.46  0.1217
H 2.57 2.97 1.24  0.0763
H 4.49 0.08 1.67  0.1378
H 3.46 -2.08 1.18  0.1247
H 1.95 -1.43 1.85  0.0594
H 4.57 -1.82 3.40  0.0756
H 3.11 -2.81 3.54  0.0646
H 3.08 -1.13 4.07  0.0818
N -0.39 -3.61 -2.31  0.0884
C 0.74 -4.09 -1.91  -0.6069
N 1.03 -5.41 -1.78  0.1391
N 1.75 -3.26 -1.53  0.1299
C 1.74 -2.03 -1.38  -0.3757
N 1.96 -0.88 -1.20  0.0095
H -1.06 -4.31 -2.61  0.0510
H -0.84 -1.77 -1.64  -0.0597
H 0.39 -6.07 -2.20  0.0980
H 1.98 -5.70 -1.65  0.0947

Results
Spin multiplicity ... 2
Total charge ... +1
<S²> ... 1.026
LUMO level (alpha / beta) ... -3.79 / -3.22 eV
Max |F| ... 2.4 eV/A
Gap between HOMO and LUMO (alpha / beta) ... 0.2453 / 0.2636 Eh

=====

Record 4
This record from the OMol25 dataset describes C8H7N3O4Ti as an isolated structure at a distorted geometry. The level of theory is ωB97M-V/def2-TZVPD.

Last column: natural (NBO) charge in e.
Positions of all 23 atoms, in Å:
O -0.08 2.89 -3.37  -0.2077
C -0.08 1.81 -2.99  0.4464
Ti -0.08 0.09 -2.38  0.8563
C 1.41 -0.77 -2.99  0.4960
C -1.57 -0.77 -2.99  0.4365
O 2.35 -1.31 -3.37  -0.2025
O -2.51 -1.31 -3.37  -0.2165
C 2.22 -0.69 2.54  -0.4413
N 1.01 -0.36 1.77  -0.3714
C -0.13 -0.06 2.45  0.2140
C -1.29 0.29 1.77  -0.3839
C -1.27 0.33 0.38  0.5000
N -0.13 0.01 -0.30  -0.6999
C 1.01 -0.32 0.38  0.7872
O 2.03 -0.58 -0.24  -0.5903
N -2.44 0.74 -0.31  -0.7711
H 3.09 -0.90 1.89  0.2757
H 2.03 -1.58 3.17  0.2456
H 2.49 0.17 3.20  0.2446
H -0.14 -0.08 3.54  0.2674
H -2.18 0.54 2.33  0.2737
H -3.30 0.97 0.21  0.4593
H -2.44 0.88 -1.33  0.3820

Results
Spin multiplicity ... 3
Total charge ... +2
<S²> ... 2.012
LUMO level (alpha / beta) ... -10.57 / -10.46 eV
Max |F| ... 10.7 eV/A
Gap between HOMO and LUMO (alpha / beta) ... 0.2208 / 0.2256 Eh